Computed, not measured: an isolated ion of composition C4H9IN and charge +1 in a non-equilibrium geometry, with ωB97M-V/def2-TZVPD.

Structure (XYZ):
```
15
Properties=species:S:1:pos:R:3:mulliken_charge:R:1
C 0.4776 0.4225 1.3242 -1.36
C 0.2466 -0.5628 0.1949 0.03
C -1.4018 -0.4971 0.0063 0.11
N -2.1166 0.4458 -0.5333 -0.23
C 1.6236 -0.3758 -0.9390 -1.28
I 1.3612 1.6454 -1.9124 0.04
H 0.0673 0.0056 2.1631 0.45
H 0.0355 1.3002 1.1503 0.48
H 1.6117 0.5358 1.3976 0.35
H 0.6252 -1.5927 0.3949 0.33
H -1.7244 -1.5219 0.4141 0.36
H -1.8309 1.2906 -1.0660 0.24
H -3.1308 0.5150 -0.5685 0.30
H 2.4242 -0.5340 -0.3398 0.59
H 1.7316 -1.0767 -1.6864 0.58
```

Properties
- Total energy: -13874.8083 eV
- LUMO level: -5.35 eV
- E_HOMO: -13.18 eV
- Charge: +1
- Relative energy (zero: lowest compared OMol25 entry of this formula, charge and spin): 71.3 kcal/mol
- SMILES: C[C@@H](C=[NH2+])CI



Computed, not measured: a 2-piece molecular cluster, C3H4BrNO overall in a non-equilibrium geometry, with ωB97M-V/def2-TZVPD.

Structure (XYZ):
```
10
Properties=species:S:1:pos:R:3:lowdin_spin:R:1
C 0.8792 -0.3670 -0.1085 0.48
C 2.7594 0.9853 0.2829 0.44
C -0.2522 0.5783 -0.2640 0.10
N 1.3907 -1.4489 -0.2512 0.30
O 2.8647 2.1617 0.3894 0.19
Br 4.3240 -0.1970 -0.0499 0.41
H -1.1147 0.3022 0.4439 0.00
H 0.1670 1.6426 -0.1712 0.02
H -0.6004 0.6014 -1.2818 0.02
H 2.2597 -1.8666 -0.0459 0.03
```

Properties
- Total energy: -76750.7023 eV
- LUMO level (spin up / spin down): 0.47 / -2.16 eV
- E_HOMO (spin up / spin down): -5.61 / -10.76 eV
- Charge: 0
- Relative energy (zero: lowest compared OMol25 entry of this formula, charge and spin): 3.5 kcal/mol
- 2S+1: 3



Computed, not measured: the molecule C14H26N4O3, with ωB97M-V/def2-TZVPD.

Structure (XYZ):
```
47
Properties=species:S:1:pos:R:3:mulliken_charge:R:1
C -2.2241 2.5296 -1.9390 -1.22
C -1.1865 1.4830 -2.3282 0.37
O -0.1103 2.1266 -3.0090 -0.49
C 1.1433 1.5217 -2.7760 -0.41
C 1.2616 0.1095 -3.3582 -0.39
O 1.5133 -0.7789 -2.2877 -0.18
C 1.7650 -2.1158 -2.6614 -0.80
C 1.1903 -2.9919 -1.5756 -0.28
O -0.1884 -3.1890 -1.8458 -0.37
C -0.9247 -3.5193 -0.7064 -0.42
C -1.2000 -2.3212 0.1731 0.46
N -1.2460 -1.1165 -0.3896 -0.09
N -1.4674 -0.0900 0.3899 -0.16
C -1.6359 -0.3162 1.6943 0.27
C -1.8273 0.8532 2.6029 -0.55
C -0.6468 1.0064 3.5674 -1.27
C 0.6752 1.2997 2.8287 1.22
C 1.4995 0.0186 2.5588 -1.18
C 1.5103 2.3310 3.5861 -1.84
N -1.6223 -1.5344 2.2471 -0.21
N -1.3970 -2.5570 1.4715 -0.44
H -2.1027 2.8574 -0.9057 0.18
H -2.1202 3.3975 -2.5924 0.39
H -3.2378 2.1396 -2.0502 0.32
H -0.8034 0.9604 -1.4444 0.08
H -1.6363 0.7231 -2.9777 0.17
H 1.8868 2.1879 -3.2167 0.33
H 1.3311 1.4548 -1.6965 0.22
H 2.0575 0.0491 -4.1124 0.33
H 0.3133 -0.1616 -3.8393 0.37
H 1.2647 -2.3637 -3.6058 0.38
H 2.8440 -2.2828 -2.7721 0.34
H 1.7053 -3.9605 -1.5162 0.44
H 1.3279 -2.4700 -0.6193 0.20
H -1.8851 -3.9199 -1.0424 0.31
H -0.4316 -4.2894 -0.1002 0.29
H -2.7606 0.7138 3.1544 0.38
H -1.9324 1.7444 1.9810 0.23
H -0.8744 1.8073 4.2757 0.46
H -0.5578 0.0834 4.1482 0.37
H 0.4158 1.7320 1.8552 0.09
H 1.7340 -0.0975 1.4978 0.03
H 2.4480 0.0472 3.1010 0.49
H 0.9702 -0.8800 2.8839 0.36
H 1.9049 1.8909 4.5070 0.40
H 2.3479 2.6856 2.9821 0.40
H 0.9093 3.2018 3.8621 0.45
```

Properties
- Total energy: -27039.2130 eV
- LUMO level: -0.67 eV
- E_HOMO: -9.25 eV
- Charge: 0
- Relative energy (zero: lowest compared OMol25 entry of this formula, charge and spin): 111.3 kcal/mol
- SMILES: CCOCCOCCOCc1nnc(CCC(C)C)nn1



Computed, not measured: a 2-piece molecular cluster, C4H9O3 overall in a non-equilibrium geometry, with ωB97M-V/def2-TZVPD.

Structure (XYZ):
```
16
Properties=species:S:1:pos:R:3:mulliken_charge:R:1
O -2.2209 0.7396 -0.4266 -0.81
C -1.6656 -0.3766 -0.6477 0.38
O -2.0769 -1.2884 -1.3914 -0.74
C -0.3145 -0.6490 0.0503 -0.49
C 0.8355 -0.5022 -0.9970 -0.32
C 2.1186 -0.1115 -0.2278 -1.18
H -0.2732 -1.6852 0.4007 0.25
H -0.2365 -0.0165 0.9282 0.43
H 0.5093 0.3596 -1.5790 0.31
H 1.0129 -1.4088 -1.5620 0.22
H 1.8566 0.6076 0.5520 0.32
H 2.5180 -0.9301 0.3804 0.30
H 2.9380 0.3024 -0.8149 0.35
H -2.0641 1.2041 1.2630 0.40
H -1.2107 2.2651 1.9149 0.28
O -1.7266 1.4898 2.1571 -0.71
```

Properties
- Total energy: -10438.3209 eV
- LUMO level: 3.87 eV
- E_HOMO: -4.27 eV
- Charge: -1
- Relative energy (zero: lowest compared OMol25 entry of this formula, charge and spin): 3.3 kcal/mol



Computed, not measured: a 18-piece molecular cluster, CH38NO18 overall in a non-equilibrium geometry, with ωB97M-V/def2-TZVPD.

Structure (XYZ):
```
58
Properties=species:S:1:pos:R:3:mulliken_charge:R:1
N 0.5253 -0.1946 -0.0582 0.60
C 0.2525 0.9017 0.9489 0.30
O -1.1049 0.9133 1.1311 -0.79
H 0.0169 -1.0835 0.4496 -0.37
H -0.0096 -0.1224 -0.8496 -0.11
H 0.8409 0.6385 1.8946 0.10
H 0.5269 1.8874 0.4655 0.32
H -3.0686 1.6030 -1.4932 0.29
H -2.1138 1.4226 -0.1024 0.33
O -2.7337 2.0065 -0.5456 -0.76
H -2.7550 -1.0590 -0.3561 0.30
H -2.4958 -1.2507 1.1382 0.29
O -2.6225 -1.6674 0.3385 -0.71
H -2.4445 3.4484 1.1014 0.26
H -1.4259 2.4153 1.4923 0.63
O -1.6578 3.3056 1.6117 -0.74
H 0.8609 2.3658 -3.7733 0.28
H 0.0217 2.7251 -2.5066 0.56
O 0.2906 1.9570 -3.1292 -0.86
H 0.4072 -0.7804 -2.7580 0.31
H 0.2512 -2.0472 -3.5726 0.36
O -0.1288 -1.1653 -3.5166 -0.74
H -1.6503 -2.8689 -0.2305 0.38
H -1.6383 -4.3526 -0.4884 0.36
O -1.0317 -3.5655 -0.5751 -0.81
H -1.7234 0.2503 3.8211 0.27
H -1.2274 0.0549 2.3411 0.32
O -1.4164 -0.4510 3.2302 -0.84
H 1.4864 -1.0359 4.2351 0.50
H 0.7149 0.0802 4.3846 0.25
O 1.6342 -0.0197 4.3059 -0.73
H 0.8612 -2.3455 2.6922 0.51
H -0.1891 -1.6229 3.4516 0.34
O 0.6904 -2.1306 3.5510 -0.82
H 0.2371 4.3146 -1.2864 0.39
H 1.6101 4.1696 -1.3766 0.29
O 0.9169 3.9590 -1.9626 -0.70
H 3.7196 -2.0815 0.5624 0.37
H 2.4609 -2.7215 0.3138 0.35
O 3.3534 -2.8754 0.1512 -0.69
H -1.6594 -1.8004 -3.1468 0.32
H -1.6640 -2.8080 -1.9304 0.54
O -2.0443 -2.6936 -2.7606 -0.79
H -1.4204 1.3117 -3.3910 0.51
H -1.6471 -0.0423 -3.0880 0.17
O -2.1067 0.7188 -3.1866 -0.67
H 2.2855 0.2276 -1.8532 0.27
H 1.6706 1.1219 -2.9323 0.51
O 2.1545 0.2420 -2.7905 -0.77
H 0.8283 -4.0067 1.6114 0.21
H 0.2101 -3.0671 0.4972 0.50
O 0.8782 -3.1643 1.2350 -0.72
H 2.9819 0.0743 0.6773 0.26
H 3.3085 -0.0426 2.2230 0.30
O 3.6504 -0.0659 1.3909 -0.69
H 0.4077 4.0816 1.3073 0.34
H 0.9468 2.9649 0.5905 -0.05
O 0.9776 3.9708 0.5161 -0.85
```

Properties
- Total energy: -39999.1193 eV
- LUMO level: 2.50 eV
- E_HOMO: -6.50 eV
- Charge: -1
- Relative energy (zero: lowest compared OMol25 entry of this formula, charge and spin): 0.0 kcal/mol



Computed, not measured: C23H49N4P3PmS as an isolated structure in a non-equilibrium geometry, with ωB97M-V/def2-TZVPD.

Structure (XYZ):
```
81
Properties=species:S:1:pos:R:3:lowdin_spin:R:1
Pm 0.2803 0.1496 0.5505 4.06
P 2.4032 1.6114 1.6022 -0.01
P -1.6774 2.3613 0.7567 -0.01
P 0.9749 1.5192 -1.8469 -0.01
H -0.5954 -2.6902 -0.3759 0.00
C 0.2449 -2.2111 -0.8935 0.00
C 1.5106 -2.1051 -0.3668 -0.01
H 1.7872 -2.4704 0.6308 0.00
C 2.9202 1.3037 3.3352 0.00
C 2.3447 3.4472 1.6457 0.00
C 4.0144 1.3888 0.7545 0.00
C -3.2841 1.9001 -0.0257 0.00
C -2.2717 2.8694 2.4276 0.00
C -1.4075 4.0147 -0.0064 0.00
C 2.2095 0.5688 -2.8249 0.00
C 1.6645 3.2105 -2.0320 0.00
C -0.4976 1.6913 -2.9310 0.00
H -0.0111 -1.9545 -1.9264 0.00
H 2.3699 -1.7044 -0.9121 0.00
H 2.9987 0.2256 3.5220 0.00
H 2.1921 1.7298 4.0344 0.00
H 3.9008 1.7872 3.4593 0.00
H 1.5109 3.7606 2.2868 0.00
H 2.1767 3.8457 0.6392 0.00
H 3.2990 3.8142 2.0542 0.00
H 4.2633 0.3216 0.7386 0.00
H 4.7825 1.9484 1.3063 0.00
H 3.9451 1.7423 -0.2807 0.00
H -4.0340 2.7035 0.0650 0.00
H -3.6648 0.9920 0.4607 0.00
H -3.0997 1.6775 -1.0839 0.00
H -2.9792 3.7078 2.3414 0.00
H -1.4044 3.1854 3.0240 0.00
H -2.7680 2.0333 2.9340 0.00
H -2.2456 4.6906 0.2218 0.00
H -1.3016 3.9202 -1.0937 0.00
H -0.4794 4.4419 0.4014 0.00
H 2.2566 0.9976 -3.8328 0.00
H 1.9367 -0.4938 -2.9032 0.00
H 3.1918 0.6594 -2.3418 0.00
H 1.7672 3.4573 -3.0969 0.00
H 2.6550 3.2334 -1.5580 0.00
H 0.9909 3.9352 -1.5592 0.00
H -0.2172 2.0550 -3.9275 0.00
H -1.2229 2.3787 -2.4819 0.00
H -0.9743 0.7085 -3.0121 0.00
C -0.2343 -2.3184 -5.8705 0.00
C -1.3098 -2.3257 -6.7785 0.00
C -1.5750 -3.4756 -7.5338 0.00
C -0.7199 -4.5828 -7.4703 0.00
C 0.4753 -4.4853 -6.7387 0.00
C 0.7504 -3.3321 -5.9990 0.00
S 0.0669 -1.0747 -4.7199 0.00
H -1.1406 -0.6697 -4.1681 0.00
H -1.9050 -1.4261 -6.8888 0.00
H -2.4423 -3.5246 -8.1918 0.00
H -0.9439 -5.5151 -8.0093 0.00
H 1.2115 -5.3058 -6.7424 0.00
H 1.7200 -3.1914 -5.5010 0.00
C -0.3891 -0.0507 4.0032 0.00
N -0.5015 -0.8517 2.7170 -0.01
C -1.9714 -1.1676 2.5138 0.00
N -2.5643 -1.8819 3.6642 0.00
C -2.4095 -1.0367 4.8787 0.00
N -0.9877 -0.7377 5.1491 0.00
C -0.2953 -2.0282 5.3606 0.00
N -0.3701 -2.8844 4.1581 0.00
C 0.2077 -2.1538 3.0028 0.00
C -1.8067 -3.1388 3.8911 0.00
H 0.6714 0.0965 4.2215 0.00
H -0.8921 0.9125 3.8611 0.00
H -2.0805 -1.8060 1.6225 0.00
H -2.5280 -0.2278 2.3695 0.00
H -2.8103 -1.5882 5.7400 0.00
H -2.9460 -0.0892 4.7124 0.00
H 0.7671 -1.8271 5.5774 0.00
H -0.7944 -2.5554 6.1864 0.00
H 0.1456 -2.7969 2.1150 0.00
H 1.2567 -1.9209 3.2356 0.00
H -2.2248 -3.6431 4.7723 0.00
H -1.8859 -3.7550 2.9808 0.00
```

Properties
- Total energy: -85835.9835 eV
- LUMO level (spin up / spin down): -10.58 / -10.36 eV
- E_HOMO (spin up / spin down): -14.51 / -14.51 eV
- Charge: +3
- 2S+1: 5



Computed, not measured: a 9-piece molecular cluster, C5H29NO9S overall in a non-equilibrium geometry, with ωB97M-V/def2-TZVPD.

Structure (XYZ):
```
45
Properties=species:S:1:pos:R:3:mulliken_charge:R:1
C 0.6173 2.1344 2.7249 -1.33
C 0.3322 1.0593 1.6203 0.60
C 1.2588 -0.1659 2.0545 -1.38
C 1.7840 -0.7922 0.8320 0.75
S 3.6110 -1.1590 0.7070 -0.26
N -0.9500 0.6920 1.0613 0.33
C -2.1163 0.7093 1.8702 -0.91
O -2.0884 0.1533 3.1813 -0.51
H 1.4816 1.7463 3.3234 0.36
H 0.8280 3.1039 2.2937 0.26
H -0.2625 2.1953 3.3212 0.35
H 1.0006 1.4129 0.6334 0.09
H 0.7328 -0.8791 2.6210 0.36
H 2.0494 0.0361 2.8213 0.44
H 1.3343 -1.7209 0.5141 0.33
H 1.6895 -0.2350 -0.0455 -0.95
H 3.3440 -2.4931 0.5171 0.17
H -0.8345 -0.2589 0.6334 0.24
H -2.9876 0.1750 1.3886 0.43
H -2.3078 1.7922 2.1613 0.31
H -2.2666 -0.8875 3.1674 0.38
O -2.5699 -2.6420 2.2056 -0.63
H -3.0376 -3.4653 2.3710 0.29
H -2.8932 -2.2903 1.3689 0.37
O 2.5076 0.2850 -3.8654 -0.64
H 3.1604 0.8624 -3.5071 0.29
H 1.8444 0.7950 -4.2769 0.33
O -3.2841 -2.0774 -0.4671 -0.66
H -3.5930 -2.8488 -1.0282 0.28
H -2.6838 -1.4945 -0.9840 0.45
O 0.8172 -0.2504 -1.8002 -0.55
H 1.5234 0.4334 -1.8974 0.27
H 0.6785 -0.5836 -2.6358 0.25
O 0.9372 2.3607 -3.9390 -0.68
H 0.0182 2.0539 -3.9398 0.32
H 0.7579 3.0708 -3.1963 0.31
O -1.8075 -0.0872 -1.6484 -0.85
H -0.9046 -0.1330 -1.8031 0.44
H -1.8890 0.5853 -0.9022 0.36
O 0.2853 3.2222 -0.8275 -0.66
H -0.1870 2.3959 -0.5316 0.39
H -0.0004 4.0792 -0.4416 0.29
O 1.3073 -3.9589 -1.6310 -0.61
H 1.4898 -3.9064 -2.4985 0.29
H 1.2730 -3.0242 -1.5264 0.29
```

Properties
- Total energy: -36405.8870 eV
- LUMO level: 0.01 eV
- E_HOMO: -8.88 eV
- Charge: 0
- Relative energy (zero: lowest compared OMol25 entry of this formula, charge and spin): 17.0 kcal/mol
- SMILES: C[C@@H](CCS)NCO.O.O.O.O.O.O.O.O



Computed, not measured: a 11-piece molecular cluster, C4H30N8O11 overall in a non-equilibrium geometry, with ωB97M-V/def2-TZVPD.

Structure (XYZ):
```
53
Properties=species:S:1:pos:R:3:lowdin_spin:R:1
O -9.6340 3.5695 20.6819 0.19
H -9.0000 3.1345 20.1117 0.09
H -9.4462 3.2261 21.5554 0.06
O -12.3924 8.1550 17.0354 0.00
H -12.3938 8.7863 17.7549 0.00
H -11.9963 7.3673 17.4080 0.00
O -12.8452 0.5191 17.4598 0.02
H -12.0817 -0.0450 17.3371 0.01
H -12.5766 1.1433 18.1340 0.01
O -10.3717 5.1723 12.6990 0.02
H -9.9805 4.4291 12.2399 0.01
H -9.9204 5.9382 12.3441 0.01
O -11.9884 6.9127 14.4378 0.01
H -11.4487 6.5791 13.7211 0.00
H -12.3252 6.1279 14.8701 0.00
O -11.1684 1.3748 19.5319 0.09
H -10.9990 1.8234 20.3604 0.02
H -10.5098 1.7234 18.9312 0.05
O -9.1368 6.3106 20.1970 0.03
H -9.3175 5.3724 20.1382 0.01
H -9.1600 6.6166 19.2903 0.00
C -6.3992 1.8987 14.6609 0.03
O -5.2471 2.3024 14.6127 0.00
N -6.8473 0.7633 14.3563 0.01
N -7.3247 2.6403 15.2047 0.01
H -6.2314 0.1087 13.8957 0.00
H -7.8264 0.5742 14.5164 0.01
H -8.2799 2.3190 15.1381 0.00
H -7.0263 3.4651 15.7056 0.01
C -10.9181 1.9190 14.4623 0.04
O -9.9790 1.8820 15.2645 0.03
N -11.6238 0.9009 14.2629 0.02
N -11.2693 2.7828 13.5558 0.02
H -11.5267 0.0146 14.7374 0.01
H -12.3506 0.9671 13.5648 0.01
H -10.7609 3.6418 13.4014 0.00
H -11.9806 2.4148 12.9404 0.01
C -12.8243 5.5405 21.4551 0.02
O -14.0033 5.7572 21.4126 0.00
N -12.2458 4.9984 22.4972 0.01
N -11.9310 6.1149 20.6440 0.01
H -11.2360 5.0102 22.4815 0.01
H -12.7996 4.6900 23.2835 0.00
H -10.9294 5.9902 20.6786 0.01
H -12.3015 6.6944 19.9043 0.00
C -10.7680 4.8304 17.1810 0.03
O -10.9494 5.9352 17.7411 0.01
N -10.9784 3.6625 17.6714 0.03
N -10.2547 4.7505 15.9869 0.01
H -10.6651 2.8386 17.1782 0.01
H -11.3402 3.6046 18.6126 0.01
H -10.0863 3.8434 15.5761 0.00
H -9.9288 5.5917 15.5327 0.00
```

Properties
- Total energy: -39080.1308 eV
- LUMO level (spin up / spin down): 1.67 / 1.65 eV
- E_HOMO (spin up / spin down): -0.27 / -6.69 eV
- Charge: -1
- Relative energy (zero: lowest compared OMol25 entry of this formula, charge and spin): 25.9 kcal/mol
- 2S+1: 2